(A)
Here is an isolated molecule of C5H6O2 from OMol25. Energies are from ωB97M-V/def2-TZVPD.

The geometry in XYZ format:
```
13
Properties=species:S:1:pos:R:3:nbo_charge:R:1
C -0.691 -0.431 2.747 -0.19
C -0.845 -0.164 1.579 -0.06
C -0.913 0.169 0.181 0.19
O -2.067 0.382 -0.485 -0.67
C 0.186 0.275 -0.591 0.17
C 1.514 -0.348 -0.504 -0.66
O -0.172 0.703 -1.914 -0.70
H -0.571 -0.680 3.782 0.24
H -1.629 0.488 -1.454 0.50
H 2.286 0.227 -1.023 0.22
H 1.430 -1.325 -0.997 0.22
H 1.794 -0.495 0.536 0.24
H -0.073 1.625 -1.635 0.50
```

Structure (SMILES): C#C/C(O)=C(\C)O
HOMO-LUMO gap (hartree): 0.331
E_HOMO (Eh): -0.308

---

(B)
Here is an isolated molecule of C5H6O2 from OMol25. Energies are from ωB97M-V/def2-TZVPD.

The geometry in XYZ format:
```
13
Properties=species:S:1:pos:R:3:nbo_charge:R:1
C 1.353 0.670 0.041 -0.48
C 2.083 1.701 0.098 0.20
C 1.037 -0.799 0.068 -0.39
C -0.564 -0.429 0.009 -0.45
C -0.200 0.957 -0.294 0.59
O -0.394 1.321 -1.584 -0.67
O -0.839 1.837 0.632 -0.71
H 1.286 -1.464 -0.840 0.24
H 1.438 -1.104 1.084 0.24
H -1.051 -1.060 -0.758 0.23
H -0.869 -0.699 0.956 0.22
H 0.173 2.021 -1.833 0.50
H -1.214 1.437 1.385 0.48
```

HOMO-LUMO gap (hartree): 0.354
E_HOMO (Eh): -0.365

---

(C)
Here is an isolated molecule of C5H6O2 from OMol25. Energies are from ωB97M-V/def2-TZVPD.

The geometry in XYZ format:
```
13
Properties=species:S:1:pos:R:3:nbo_charge:R:1
O -1.706 -1.490 -0.670 -0.51
C -0.813 -0.825 -0.214 0.55
C -0.569 -0.732 1.237 -0.21
O 0.099 0.441 1.671 -0.46
C 0.713 1.311 0.965 0.29
C 0.850 1.025 -0.439 -0.60
C 0.104 -0.084 -1.049 -0.55
H 0.052 -1.567 1.567 0.22
H -1.489 -0.742 1.813 0.23
H -0.459 0.385 -1.897 0.25
H 1.914 1.056 -0.633 0.27
H 0.507 1.989 -0.830 0.26
H 0.797 -0.769 -1.520 0.26
```

HOMO-LUMO gap (hartree): 0.321
E_HOMO (Eh): -0.302

---

(D)
Here is a structure of composition C5H6O2 from OMol25. Energies are from ωB97M-V/def2-TZVPD.

The geometry in XYZ format:
```
13
Properties=species:S:1:pos:R:3:nbo_charge:R:1
O 1.911 -1.388 -0.717 -0.48
C 1.549 -0.246 -0.590 0.43
C 0.189 0.141 -0.043 -0.36
C -0.514 -0.747 1.440 -0.29
C -0.818 -0.994 0.013 -0.43
C -0.380 1.477 -0.396 0.42
O -1.494 1.815 -0.072 -0.51
H 2.230 0.594 -0.839 0.13
H -1.252 -0.025 1.819 0.18
H 0.521 0.127 1.215 0.31
H -1.790 -0.657 -0.339 0.23
H -0.448 -1.907 -0.448 0.24
H 0.276 2.161 -0.973 0.13
```

HOMO-LUMO gap (hartree): 0.321
E_HOMO (Eh): -0.335

---

Most stable to least stable: (A), (C), (D), (B)